1.
{"formula": "C12H36ClO18", "method": "wB97M-V/def2-TZVPD", "total_charge": -1, "e_tot_ev": -62397.92039, "gap_ev": 7.884, "homo_energy_ha": -0.2298, "symbols": ["H", "H", "H", "O", "H", "H", "O", "C", "H", "C", "C", "O", "H", "H", "H", "Cl", "H", "C", "C", "H", "C", "C", "O", "O", "O", "H", "H", "O", "H", "H", "O", "H", "H", "H", "C", "H", "O", "H", "O", "H", "H", "O", "O", "H", "H", "C", "O", "H", "H", "H", "O", "O", "C", "O", "H", "H", "O", "C", "H", "H", "O", "H", "H", "H", "H", "C", "H"], "coordinates": [[-1.158, 5.081, -5.714], [-3.452, -3.331, 1.283], [-5.561, 3.323, 5.227], [0.625, 1.587, -0.002], [7.093, -2.460, -2.261], [0.607, -6.569, 2.554], [-4.381, -3.509, 1.449], [7.574, -4.657, -0.245], [-7.241, 3.254, 5.459], [1.558, -0.856, -5.502], [-6.526, 5.083, 4.417], [-0.898, 5.471, -6.548], [5.765, -2.469, -1.201], [5.375, 2.567, -1.377], [1.796, -1.911, -5.367], [-0.044, 2.874, 0.122], [1.307, -1.170, -7.649], [1.401, -0.356, -6.930], [6.617, -3.079, -1.500], [-5.703, 5.738, 6.083], [-4.795, -2.775, 2.569], [6.044, -4.427, -1.901], [-1.097, 2.787, 1.083], [-6.555, 5.859, 5.658], [7.396, -3.359, -0.394], [-4.209, -1.873, 2.742], [-6.528, -1.813, 1.715], [5.989, 2.575, -0.643], [-6.722, -2.189, 3.395], [1.215, -4.327, 3.252], [2.657, 0.238, -7.209], [0.762, -0.533, -4.832], [1.537, -3.697, 1.022], [-1.151, 7.862, -0.696], [-6.498, 3.540, 4.714], [-7.405, 5.301, 3.810], [-1.106, 8.812, -0.810], [-0.372, 9.085, -0.259], [-0.561, 3.321, -1.153], [2.772, -4.459, 2.495], [-6.630, 2.928, 3.821], [1.088, 4.245, 5.811], [1.151, -4.537, 1.278], [0.557, 0.323, -7.052], [2.197, -6.992, 1.956], [3.459, 0.349, -6.115], [4.577, 0.886, -6.035], [0.879, 3.848, 4.966], [-6.828, -3.520, 2.193], [5.434, 2.625, 0.135], [2.765, -0.166, -5.063], [6.824, -5.275, -1.121], [-6.332, -2.586, 2.458], [8.341, -5.179, 0.573], [1.937, -6.659, 3.708], [-3.210, 0.105, -1.918], [0.902, 3.869, 0.429], [1.758, -4.858, 2.469], [-1.472, 6.230, -6.648], [6.152, -4.486, -2.984], [-3.838, -0.579, -2.150], [-5.673, 5.326, 3.783], [-3.988, -1.054, -1.332], [1.686, 4.962, 5.599], [-4.519, -3.482, 3.351], [1.672, -6.378, 2.689], [4.983, -4.485, -1.657]], "mulliken_charge": [0.331, 0.298, 0.285, -0.650, 0.268, 0.265, -0.537, 0.737, 0.289, -0.231, -0.262, -0.646, 0.241, 0.326, 0.226, 1.606, 0.236, -0.213, -0.304, 0.302, -0.240, -0.183, -0.626, -0.520, -0.330, 0.332, 0.266, -0.654, 0.318, 0.229, -0.349, 0.255, 0.318, 0.342, -0.946, 0.291, -0.655, 0.314, -0.664, 0.313, 0.312, -0.655, -0.529, 0.265, 0.285, 0.699, -0.562, 0.341, 0.285, 0.328, -0.326, -0.339, -0.976, -0.593, 0.328, 0.346, -0.666, -0.187, 0.315, 0.261, -0.657, 0.249, 0.311, 0.314, 0.253, -1.022, 0.242]}

***

2.
{"formula": "C12H36InO16P4", "method": "wB97M-V/def2-TZVPD", "total_charge": 3, "e_tot_ev": -88093.35064, "gap_ev": 2.378, "homo_energy_ha": -0.6641, "e_above_lowest_kcal_mol": 37.0, "symbols": ["C", "H", "O", "C", "H", "H", "P", "H", "C", "H", "H", "H", "O", "H", "H", "O", "H", "C", "C", "P", "O", "H", "H", "H", "O", "H", "H", "H", "H", "H", "H", "H", "C", "H", "O", "C", "O", "H", "O", "C", "H", "H", "In", "C", "O", "H", "P", "O", "O", "O", "H", "H", "O", "O", "H", "H", "C", "O", "C", "H", "P", "H", "H", "C", "H", "O", "H", "H", "H"], "coordinates": [[8.747, 30.327, -5.263], [3.495, 24.867, -1.194], [5.347, 24.491, -0.282], [3.404, 34.005, 2.485], [8.837, 30.996, -4.403], [8.384, 34.103, -3.789], [5.991, 33.825, -1.532], [4.990, 33.537, -6.069], [4.910, 30.579, -7.128], [7.225, 22.749, 0.372], [6.980, 35.238, 1.542], [7.442, 33.599, 0.923], [6.493, 32.342, -5.240], [4.554, 29.657, -7.588], [5.464, 26.597, 2.317], [6.048, 34.711, -0.211], [4.683, 33.047, -4.398], [5.462, 33.326, -5.108], [7.889, 23.153, -0.394], [5.187, 32.076, 2.404], [6.883, 34.678, -2.532], [5.161, 24.927, 2.860], [2.899, 34.213, -0.873], [9.240, 30.827, -6.098], [4.540, 33.978, -2.107], [5.926, 30.696, -7.507], [7.473, 32.761, 4.848], [5.909, 34.260, -4.767], [6.444, 25.829, 3.575], [7.696, 31.605, 3.553], [3.252, 29.550, 3.061], [8.688, 33.608, -2.103], [5.936, 25.663, 2.626], [2.653, 33.156, -2.310], [4.190, 33.099, 1.710], [7.386, 32.628, 3.768], [7.376, 30.057, -5.571], [7.642, 22.725, -1.361], [6.826, 25.170, 1.631], [3.087, 30.625, 3.159], [3.449, 24.577, 0.536], [2.372, 34.014, 2.125], [6.776, 29.629, -0.773], [7.190, 34.626, 0.670], [5.960, 31.237, 1.457], [4.048, 26.124, -0.153], [6.620, 25.406, 0.081], [6.014, 30.548, -3.401], [6.495, 26.794, -0.395], [4.327, 31.278, 3.453], [9.288, 29.405, -5.058], [8.156, 33.285, 3.355], [4.914, 30.479, -5.693], [6.072, 32.978, 3.366], [4.328, 31.393, -7.558], [2.466, 30.738, 4.045], [8.264, 34.383, -2.740], [6.468, 32.417, -1.385], [4.039, 25.038, -0.261], [3.400, 33.710, 3.533], [6.204, 30.836, -4.850], [2.548, 30.940, 2.267], [8.867, 22.809, -0.063], [3.342, 33.468, -1.530], [3.681, 35.054, 2.368], [7.865, 24.594, -0.458], [8.882, 35.271, -2.589], [3.501, 32.571, -0.927], [8.004, 35.131, 0.139]], "mulliken_charge": [-0.556, 0.292, -0.238, -0.849, 0.207, 0.272, 0.393, 0.304, -0.689, 0.314, 0.271, 0.188, -0.185, 0.300, 0.237, -0.212, 0.411, -0.811, -0.632, 0.383, -0.269, 0.296, 0.270, 0.283, -0.238, 0.330, 0.307, 0.294, 0.291, 0.322, 0.229, 0.349, -0.578, 0.366, 0.207, -0.718, -0.276, 0.283, -0.264, -0.627, 0.305, 0.302, 1.813, -0.627, -0.365, 0.213, 0.708, -0.292, -0.298, -0.281, 0.282, 0.277, -0.300, -0.253, 0.307, 0.292, -0.732, 0.063, -0.594, 0.374, 0.779, 0.299, 0.283, -0.683, 0.283, -0.371, 0.334, 0.246, 0.383]}

***

3.
{"formula": "C12H36KO10P", "method": "wB97M-V/def2-TZVPD", "total_charge": -2, "e_tot_ev": -59120.88624, "gap_ev": 4.088, "homo_energy_ha": -0.0121, "e_above_lowest_kcal_mol": 24.4, "symbols": ["H", "C", "H", "H", "H", "H", "O", "H", "H", "H", "H", "H", "H", "O", "H", "O", "C", "C", "H", "C", "C", "O", "C", "O", "H", "H", "H", "H", "K", "H", "O", "H", "C", "H", "H", "H", "H", "H", "H", "C", "H", "O", "C", "O", "H", "P", "H", "C", "H", "H", "H", "H", "H", "C", "H", "O", "C", "H", "O", "H"], "coordinates": [[2.507, -4.204, 0.255], [-3.196, 2.125, 1.159], [-2.518, -1.193, 3.130], [-0.880, -1.836, 3.064], [3.506, 0.224, 0.488], [-2.879, -1.542, -1.692], [1.167, 2.867, -1.892], [2.188, -4.611, 2.712], [-2.265, -2.919, 2.782], [-1.240, -0.694, 0.989], [-3.404, 0.126, -4.201], [2.228, 0.136, 4.511], [-2.750, -1.548, 0.654], [2.448, -1.601, -1.805], [1.065, 0.438, 3.207], [1.469, -2.421, 0.286], [-0.477, 4.469, -2.519], [1.559, -3.897, 2.170], [-1.863, 2.098, -0.550], [-1.871, -1.915, 2.617], [-3.304, -0.835, -3.696], [2.791, 0.916, -2.144], [-1.925, 2.554, 0.438], [4.180, -0.309, -0.436], [0.588, 3.168, -3.846], [-0.570, 2.775, 1.840], [4.073, -0.015, 2.810], [2.313, 1.660, 3.637], [0.812, 0.401, -0.542], [-4.082, 2.388, 0.569], [-1.374, -0.283, -2.303], [-3.233, 1.046, 1.321], [-1.769, -1.633, 1.134], [-3.252, 0.174, -1.767], [-0.920, 4.471, -1.523], [-1.265, 4.700, -3.248], [2.722, -1.075, 2.353], [0.267, 5.266, -2.580], [-3.276, 2.623, 2.129], [0.174, 3.124, -2.823], [0.616, -4.385, 1.904], [-0.748, 2.163, 1.122], [-2.745, -0.635, -2.296], [-1.072, -2.667, 0.466], [1.751, 2.049, -2.167], [3.542, -0.453, -1.867], [-1.947, 3.643, 0.335], [3.020, -0.022, 2.491], [1.315, -3.068, 2.840], [-4.295, -1.302, -3.660], [-0.101, -2.464, 0.404], [3.229, -2.925, 1.214], [1.984, -2.094, -0.614], [2.099, 0.594, 3.518], [-0.840, -1.050, -2.549], [4.574, -0.736, -2.924], [2.265, -3.377, 0.939], [-0.607, 2.338, -2.853], [2.868, 0.664, 1.279], [-2.653, -1.492, -4.269]], "mulliken_charge": [0.378, -1.137, 0.356, 0.172, 0.442, 0.193, -0.608, 0.388, 0.316, -0.226, 0.305, 0.374, 0.244, -0.652, 0.051, -0.390, -1.154, -1.061, -0.137, -1.240, -1.242, -0.749, 0.264, -0.701, 0.364, 0.177, 0.351, 0.336, 0.788, 0.357, -0.217, 0.101, 0.545, 0.181, 0.112, 0.371, -0.368, 0.347, 0.387, 0.282, 0.282, -0.238, -0.041, -0.572, 0.500, 0.213, 0.338, 0.420, 0.057, 0.378, 0.412, 0.358, 0.284, -1.120, 0.195, -0.844, -0.438, -0.130, -0.654, 0.302]}

***

4.
{"formula": "C12H36NO15", "method": "wB97M-V/def2-TZVPD", "total_charge": -1, "e_tot_ev": -45221.83255, "gap_ev": 6.780, "homo_energy_ha": -0.1655, "e_above_lowest_kcal_mol": 133.2, "symbols": ["O", "H", "C", "C", "C", "N", "H", "C", "O", "O", "H", "H", "H", "H", "H", "O", "H", "O", "C", "O", "O", "H", "H", "O", "H", "H", "H", "H", "H", "H", "C", "H", "H", "C", "H", "H", "C", "H", "H", "H", "H", "H", "H", "C", "H", "H", "O", "O", "O", "H", "H", "O", "H", "H", "H", "H", "O", "C", "C", "C", "O", "H", "O", "H"], "coordinates": [[-5.693, 4.131, 4.677], [-2.560, -2.395, 3.978], [4.349, 2.779, 0.099], [-2.736, 4.897, -4.144], [-1.913, -1.312, 6.468], [-0.704, -0.880, -0.439], [-3.574, 4.426, 2.145], [-2.813, 5.682, -5.456], [-0.902, 0.278, -0.764], [1.636, -5.216, 1.140], [-2.405, 6.626, -5.092], [-4.157, 6.749, -6.135], [2.359, -3.595, -6.203], [-3.586, 2.485, 2.063], [4.196, -4.609, 3.074], [2.148, -6.874, -5.843], [3.980, 1.967, 0.726], [-1.101, -1.235, 0.616], [2.978, -5.014, 1.402], [-2.879, -0.225, 6.354], [0.096, -1.523, -1.113], [4.617, -4.573, -6.425], [-1.816, -3.373, 5.999], [2.911, -3.094, 3.000], [1.313, -5.503, -4.661], [5.583, 3.507, -2.034], [1.277, -4.469, 0.657], [2.685, 2.386, -0.840], [-5.275, 4.343, 1.925], [-1.078, -1.020, 5.831], [-2.607, -2.623, 6.005], [-2.554, 3.079, -3.622], [4.878, 1.116, -1.236], [-4.485, 4.065, 2.622], [2.635, -6.964, -6.666], [3.399, -6.016, 1.319], [-4.480, 4.542, 4.028], [5.970, 1.608, 0.026], [-2.122, 5.206, -6.152], [-3.274, 5.308, -3.290], [2.793, -5.142, 3.685], [4.797, 3.678, 0.521], [-3.294, -3.081, 6.717], [2.834, -4.465, -5.749], [-3.565, 4.357, 4.591], [-1.695, 4.818, -3.831], [6.060, 2.877, -1.489], [3.299, 3.115, -0.727], [-3.170, -2.540, 4.705], [-4.723, 5.599, 3.922], [1.015, -5.307, -6.372], [-3.126, 3.537, -4.242], [-5.906, 4.864, 5.259], [-2.540, 0.482, 6.908], [-1.434, -1.568, 7.412], [3.447, -4.182, -4.894], [-4.345, 2.656, 2.625], [3.134, -4.551, 2.835], [1.789, -5.540, -5.641], [5.299, 1.992, -0.742], [-4.117, 5.822, -5.886], [3.340, -4.438, 0.550], [3.736, -4.748, -6.765], [2.074, -2.905, 2.569]], "mulliken_charge": [-0.524, 0.309, -0.516, -0.461, -0.310, 1.016, 0.334, -0.286, -0.666, -0.535, 0.272, 0.333, 0.184, 0.329, 0.273, -0.525, 0.305, -0.664, -0.392, -0.465, -0.683, 0.310, 0.291, -0.514, 0.304, 0.309, 0.339, 0.334, 0.277, 0.286, -0.507, 0.334, 0.318, -0.491, 0.290, 0.223, -0.264, 0.259, 0.235, 0.288, 0.276, 0.288, 0.335, -0.274, 0.225, 0.308, -0.533, -0.528, -0.505, 0.293, 0.249, -0.527, 0.321, 0.272, 0.296, 0.382, -0.498, -0.305, -0.375, -0.237, -0.497, 0.320, -0.545, 0.312]}